Entry 1:
71
Properties=species:S:1:pos:R:3 method="wB97M-V/def2-TZVPD" homo_ev=-3.99 total_charge=-1 orbital_gap_ev=3.71
C 7.512 -0.386 5.772
C 7.286 -0.811 7.219
O 6.202 -0.173 7.819
C 4.948 -0.902 7.748
Ga 3.761 -0.727 6.079
H 6.558 -0.338 5.252
H 7.972 0.601 5.732
H 8.154 -1.098 5.253
H 8.171 -0.553 7.809
H 7.165 -1.900 7.275
H 5.160 -1.950 8.004
H 4.364 -0.506 8.582
H 2.581 -1.830 6.284
H 3.126 0.761 6.076
H 4.534 -1.055 4.697
C -1.183 -0.809 1.253
C -0.561 -0.962 2.436
C 0.945 -1.061 2.548
O 1.385 -1.205 3.662
C 1.743 -0.986 1.329
C 1.113 -0.841 0.160
C -0.386 -0.736 0.060
O -0.855 -0.587 -1.064
O 1.731 -0.771 -1.021
O -1.169 -1.040 3.598
H -2.258 -0.738 1.159
H 2.818 -1.056 1.425
H 1.030 -0.681 -1.693
H -0.453 -1.132 4.268
C -4.677 -0.030 -4.896
C -4.591 -0.448 -6.163
C -3.307 -0.990 -6.747
O -3.353 -1.347 -7.913
C -2.135 -1.048 -5.910
C -2.210 -0.634 -4.631
C -3.503 -0.100 -4.044
O -3.490 0.249 -2.881
O -1.189 -0.653 -3.808
O -5.596 -0.436 -7.026
H -5.591 0.353 -4.465
H -1.221 -1.431 -6.341
H -1.463 -0.344 -2.917
H -5.232 -0.804 -7.855
C 3.197 2.047 -2.087
C 2.921 2.088 -3.397
C 3.380 3.216 -4.290
O 3.078 3.140 -5.468
C 4.137 4.302 -3.705
C 4.410 4.267 -2.392
C 3.957 3.131 -1.499
O 4.269 3.210 -0.328
O 5.089 5.198 -1.749
O 2.226 1.157 -4.034
H 2.867 1.240 -1.448
H 4.458 5.108 -4.349
H 5.134 4.902 -0.817
H 2.182 1.443 -4.966
C -8.078 -0.438 0.378
C -7.976 -0.859 -0.889
C -6.686 -1.405 -1.456
O -6.717 -1.775 -2.617
C -5.519 -1.459 -0.607
C -5.617 -1.036 0.662
C -6.911 -0.505 1.236
O -6.894 -0.160 2.402
O -4.616 -1.044 1.521
O -8.970 -0.849 -1.761
H -8.997 -0.049 0.794
H -4.596 -1.828 -1.032
H -4.957 -0.687 2.364
H -8.603 -1.220 -2.588

Entry 2:
66
Properties=species:S:1:pos:R:3 method="wB97M-V/def2-TZVPD" spin_multiplicity=5 s2=6.018 homo_ev="-10.02 / -10.21" total_charge=+1 orbital_gap_ev="6.60 / 6.01"
Rh 11.771 10.482 9.877
Cl 7.494 13.314 14.742
C 8.698 13.097 13.534
C 8.850 13.974 12.452
C 9.781 13.786 11.502
C 10.648 12.636 11.525
O 11.468 12.435 10.550
C 10.502 11.747 12.636
C 11.290 10.538 12.847
N 11.971 9.902 11.970
C 12.765 8.792 12.222
C 12.908 8.147 13.438
C 13.762 7.035 13.653
C 14.495 6.623 12.575
C 14.443 7.257 11.323
C 15.328 6.962 10.275
C 15.286 7.618 9.077
C 14.254 8.567 8.878
N 13.486 8.960 9.885
C 13.558 8.349 11.113
C 9.616 12.089 13.678
H 8.179 14.833 12.356
H 9.935 14.465 10.690
H 11.192 10.165 13.868
H 12.342 8.483 14.242
H 13.794 6.484 14.602
H 15.193 5.753 12.711
H 16.090 6.201 10.418
H 15.992 7.354 8.326
H 14.111 9.035 7.933
H 9.585 11.469 14.554
N 10.137 9.916 9.253
P 9.070 8.658 9.190
C 8.033 8.738 10.648
C 7.534 7.652 11.343
C 6.712 7.832 12.470
C 6.471 9.116 12.943
C 6.989 10.210 12.242
C 7.759 10.008 11.117
C 8.087 8.769 7.654
C 6.972 7.954 7.492
C 6.170 8.148 6.376
C 6.560 9.049 5.382
C 7.695 9.829 5.526
C 8.462 9.705 6.693
C 9.927 7.115 9.166
C 10.183 6.531 7.947
C 10.885 5.349 7.838
C 11.419 4.778 9.003
C 11.234 5.415 10.234
C 10.490 6.578 10.299
H 7.878 6.642 11.005
H 6.367 6.971 13.050
H 5.942 9.199 13.863
H 6.721 11.193 12.535
H 8.164 10.921 10.645
H 6.787 7.197 8.227
H 5.250 7.610 6.312
H 5.962 9.248 4.515
H 8.033 10.512 4.747
H 9.361 10.290 6.773
H 9.807 6.948 7.049
H 10.978 4.854 6.875
H 11.833 3.823 8.933
H 11.579 4.998 11.151
H 10.338 7.025 11.261

Entry 3:
20
Properties=species:S:1:pos:R:3 method="wB97M-V/def2-TZVPD" homo_ev=-3.26 total_charge=-1 e_above_lowest_kcal_mol=29.7 orbital_gap_ev=6.28
C 3.143 0.401 -0.237
C 2.066 0.279 -1.288
S 0.344 0.251 -0.594
H 3.062 -0.447 0.445
H 3.145 1.266 0.446
H 4.167 0.468 -0.628
H 2.142 -0.646 -1.881
H 2.070 1.057 -2.047
H 1.266 2.699 -0.788
H 0.877 4.065 -0.725
O 1.712 3.575 -0.773
H -5.065 1.045 2.405
H -5.365 -0.250 2.094
O -5.649 0.369 2.793
H 0.497 -3.526 0.726
H 1.013 -2.318 1.537
O 1.019 -3.286 1.494
H -1.376 -1.215 -1.450
H -2.823 -1.961 -1.572
O -2.106 -1.713 -0.988

Entry 4:
25
Properties=species:S:1:pos:R:3 method="wB97M-V/def2-TZVPD" homo_ev=-8.76 smiles="CC1=CCC=C[C@H]1C.C=P" e_above_lowest_kcal_mol=39.1 orbital_gap_ev=9.01
C 0.441 -0.372 -2.371
C -0.947 -0.045 -1.882
C 1.352 -0.929 -1.580
C -1.134 -0.304 -0.436
C 1.102 -1.253 -0.132
C -0.248 -0.831 0.364
C 2.200 -0.558 0.700
C -0.554 -1.007 1.793
C -1.004 2.565 1.349
P -1.307 3.331 -0.064
H 0.647 0.045 -3.401
H -1.799 -0.618 -2.427
H 2.207 -1.288 -2.023
H -2.199 0.038 -0.001
H 1.238 -2.260 0.104
H 2.326 -1.078 1.687
H 1.712 0.481 0.925
H 3.162 -0.787 0.324
H -1.570 -0.818 1.829
H -0.107 -0.293 2.380
H -0.222 -2.032 2.130
H -0.146 2.782 1.952
H -1.525 1.721 1.487
H -2.462 2.526 -0.666
H -1.164 0.984 -2.039

Entry 5:
25
Properties=species:S:1:pos:R:3 method="wB97M-V/def2-TZVPD" spin_multiplicity=2 s2=0.754 homo_ev="-8.83 / -8.79" e_above_lowest_kcal_mol=0.0 orbital_gap_ev="7.69 / 7.20"
Ru -0.145 -0.810 1.166
O 1.255 -1.897 -0.073
C 0.966 -1.298 -1.369
C 1.144 0.194 -1.179
N 0.242 0.703 -0.098
C 0.923 1.788 0.662
C 1.831 1.147 1.703
O 2.858 1.658 2.061
O 1.321 0.027 2.172
C -1.123 1.122 -0.507
C -1.990 1.185 0.770
O -2.840 2.024 0.883
O -1.700 0.258 1.675
H 0.983 -2.827 -0.096
H 1.667 -1.678 -2.112
H -0.053 -1.557 -1.654
H 2.166 0.370 -0.839
H 0.987 0.750 -2.105
H 1.467 2.445 -0.015
H 0.168 2.369 1.194
H -1.107 2.089 -1.011
H -1.537 0.360 -1.169
S -3.699 -3.490 -0.467
C -2.386 -2.744 0.031
N -1.398 -2.189 0.378

Entry 6:
15
Properties=species:S:1:pos:R:3 method="wB97M-V/def2-TZVPD" homo_ev="-8.45 / -8.17" e_above_lowest_kcal_mol=97.5 orbital_gap_ev="7.73 / 7.72"
C -2.320 0.203 1.291
C 2.295 0.724 0.623
C 0.985 0.941 0.199
C 0.925 -0.167 -0.675
N 0.122 -0.332 -1.763
C 2.004 -1.072 -0.315
N 2.680 -0.557 0.699
H -2.454 1.180 0.819
H -2.554 -0.587 0.573
H -2.991 0.125 2.150
H 0.468 1.880 0.059
H 0.512 -0.740 -2.599
H -0.612 0.342 -1.921
H 2.225 -2.039 -0.759
H -1.284 0.099 1.620

Entry 7:
35
Properties=species:S:1:pos:R:3 method="wB97M-V/def2-TZVPD" homo_ev=-8.89 e_above_lowest_kcal_mol=0.0 orbital_gap_ev=5.76
Cu -4.068 -0.851 0.235
O -2.167 -0.427 -0.494
H -1.314 -0.527 -0.060
C 3.966 1.498 0.581
C 2.737 0.981 -0.138
C 1.824 0.169 0.772
O 2.448 -1.053 1.119
C 1.509 -1.999 1.599
N 2.018 2.090 -0.802
H 4.534 0.626 0.918
H 3.692 2.073 1.468
H 4.605 2.066 -0.091
H 3.078 0.313 -0.935
H 0.865 0.016 0.254
H 1.542 0.734 1.676
H 0.646 -2.118 0.937
H 1.236 -1.734 2.624
H 1.974 -2.986 1.636
H 1.510 2.563 -0.049
H 1.240 1.704 -1.352
O -1.569 -3.223 -0.992
H -1.525 -2.262 -0.887
H -2.465 -3.451 -0.732
O -2.902 2.033 0.403
H -3.784 1.834 0.738
H -2.565 1.190 0.009
O -0.190 0.759 -2.382
H -0.868 0.520 -1.728
H -0.141 0.002 -2.977
O -3.228 -0.479 -3.190
H -4.007 0.077 -3.085
H -2.817 -0.522 -2.309
O -1.670 0.103 2.693
H -2.626 0.128 2.791
H -1.518 0.157 1.746

Entry 8:
15
Properties=species:S:1:pos:R:3 method="wB97M-V/def2-TZVPD" homo_ev=-8.97 e_above_lowest_kcal_mol=60.6 orbital_gap_ev=9.04
C 1.076 -1.088 0.138
C -1.437 -0.876 -0.141
C 1.349 0.126 -0.730
C -0.235 1.375 0.135
N -0.226 -1.539 0.168
N -1.327 0.484 -0.213
O 1.956 -1.639 0.771
O -2.554 -1.280 -0.299
O 0.089 1.637 1.420
F 2.571 0.693 -0.718
H 0.887 0.169 -1.799
H -0.139 2.343 -0.511
H -0.525 -2.402 0.611
H -1.895 1.052 -0.801
H 0.412 0.946 1.969